Molecular formula: C68H147N6O2
Method: DFT, ωB97M-V/def2-TZVPD

Last column: Mulliken charge in e.
Positions of all 223 atoms, in Å:
C -1.081519 1.122973 -1.101035  -0.805
C -1.252534 -0.122316 -0.220857  0.547
O -2.457645 -0.484371 -0.161168  -0.723
O -0.222737 -0.584250 0.352091  -0.742
H -0.089129 1.152706 -1.550892  0.268
H -1.129916 1.985185 -0.435935  0.189
H -1.747608 1.296263 -1.946250  0.269
C -2.793992 11.454662 -6.426165  -1.315
C -1.873257 10.692446 -5.466102  -0.669
C -1.063764 9.546798 -6.082217  -0.342
C 0.121682 9.955331 -6.966705  -0.709
N 0.661375 8.667513 -7.695139  0.515
C 1.289729 7.720481 -6.646439  -0.583
C 0.675452 6.323627 -6.799256  -0.699
C -0.679319 6.549747 -7.461840  -0.277
C -0.448379 7.730301 -8.326767  -1.197
C 1.791955 9.068586 -8.759505  -0.971
C 1.214896 9.835256 -10.042442  -0.216
C 2.323008 9.898841 -11.147823  -1.353
H -2.359381 12.158878 -7.135603  0.344
H -3.432044 12.130372 -5.856598  0.401
H -3.506276 10.813895 -6.945944  0.353
H -2.507235 10.141836 -4.771118  0.342
H -1.212508 11.274115 -4.823326  0.394
H -1.709413 8.924350 -6.701725  0.233
H -0.858410 9.005026 -5.158945  0.244
H 0.903300 10.294563 -6.286927  0.368
H -0.027773 10.822921 -7.609389  0.389
H 2.360053 7.602188 -6.815317  0.363
H 1.197811 8.040493 -5.608531  0.326
H 1.283640 5.729266 -7.481130  0.368
H 0.779815 5.633190 -5.962299  0.372
H -1.027175 5.609647 -7.889983  0.445
H -1.334824 6.957253 -6.692183  0.245
H -0.053083 7.370465 -9.276698  0.554
H -1.331882 8.242972 -8.707146  0.318
H 2.196014 8.078988 -8.972875  0.458
H 2.527222 9.623655 -8.176940  0.501
H 0.948444 10.869603 -9.825121  0.336
H 0.305049 9.336788 -10.376832  0.368
H 2.591180 8.935067 -11.580634  0.357
H 3.284414 10.252985 -10.775831  0.359
H 1.963704 10.645215 -11.856280  0.378
C -6.202992 5.424155 3.305117  -1.352
C -6.547690 4.058516 2.721259  -0.523
C -7.513381 4.068986 1.608642  -0.184
C -8.070446 2.703901 1.330610  -1.090
N -9.088237 2.641375 0.146491  0.282
C -9.791448 1.214971 0.173923  -0.576
C -10.104797 0.844069 -1.283298  -0.591
C -9.272418 1.792805 -2.015535  -0.616
C -8.308979 2.615546 -1.150549  -0.679
C -10.084464 3.818089 -0.003953  -0.718
C -11.024199 4.031537 1.142094  -0.285
C -12.217995 4.979400 0.889934  -1.444
H -5.479343 5.988898 2.717328  0.335
H -5.780180 5.374451 4.308543  0.381
H -7.066250 6.082267 3.403963  0.349
H -6.925538 3.513950 3.586579  0.388
H -5.663063 3.507004 2.402878  0.354
H -7.055502 4.442807 0.692839  0.251
H -8.408534 4.645520 1.841893  0.123
H -8.560158 2.378210 2.248323  0.476
H -7.342300 1.910893 1.160206  0.546
H -10.661779 1.203801 0.830051  0.388
H -9.006662 0.548297 0.531354  0.415
H -11.158651 0.934468 -1.546563  0.285
H -9.889678 -0.181177 -1.584460  0.356
H -9.826360 2.392042 -2.738134  0.414
H -8.685139 1.114822 -2.634859  0.326
H -8.044595 3.539160 -1.665461  0.319
H -7.350926 2.109903 -1.029945  0.505
H -10.652494 3.550411 -0.894907  0.489
H -9.456695 4.704976 -0.090116  0.395
H -10.419810 4.413890 1.964663  0.295
H -11.488234 3.139076 1.561961  0.270
H -12.838930 4.632101 0.064153  0.352
H -11.834370 5.986515 0.726682  0.364
H -12.713056 5.255928 1.820822  0.401
C 7.962705 -6.596423 11.283950  -1.140
C 8.709229 -5.490953 10.499525  -0.663
C 8.746485 -5.879324 8.945504  -0.750
C 7.443725 -6.547354 8.341099  -0.945
N 7.134255 -6.461674 6.775799  0.386
C 8.485303 -6.812504 6.067538  -0.720
C 8.034351 -7.730844 4.901865  -0.499
C 7.056971 -8.587886 5.575437  -0.544
C 6.170140 -7.569234 6.289174  -0.681
C 6.677754 -5.001521 6.255168  -0.821
C 6.653446 -4.653519 4.694362  -0.229
C 6.077341 -3.270410 4.342055  -1.399
H 8.604462 -7.476158 11.236037  0.325
H 6.987154 -7.023644 11.051807  0.299
H 7.986420 -6.294215 12.330946  0.364
H 9.689409 -5.315423 10.942855  0.402
H 8.193615 -4.552510 10.703417  0.354
H 9.608849 -6.536662 8.834437  0.483
H 9.157272 -5.020744 8.414280  0.394
H 6.591559 -6.035850 8.788627  0.553
H 7.257886 -7.579699 8.637423  0.450
H 9.011894 -5.942299 5.675689  0.271
H 9.048504 -7.266946 6.882643  0.462
H 7.683996 -7.253447 3.986742  0.255
H 8.858713 -8.392047 4.634796  0.402
H 6.358323 -9.123652 4.932821  0.354
H 7.435403 -9.322449 6.286292  0.312
H 5.358383 -7.266245 5.627852  0.405
H 5.740670 -7.980976 7.202471  0.366
H 7.403851 -4.275968 6.621845  0.354
H 5.797443 -4.910121 6.891399  0.449
H 6.006621 -5.395505 4.226194  0.331
H 7.656211 -4.736589 4.275221  0.324
H 6.754311 -2.505242 4.721966  0.350
H 5.038022 -3.013737 4.547031  0.357
H 6.089436 -3.216875 3.253439  0.387
C 4.373823 5.308288 -0.174780  -1.113
C 4.820991 5.407861 1.277757  -0.858
C 6.240894 4.837737 1.706639  -0.439
C 7.333543 5.552831 0.797840  -1.094
N 8.852028 5.055532 0.919511  0.345
C 9.251748 5.153784 2.397927  -0.874
C 9.371750 6.666730 2.640512  -0.607
C 9.763759 7.280483 1.294752  -0.607
C 9.704154 6.165834 0.230695  -0.656
C 9.016055 3.631586 0.433931  -1.160
C 8.658111 3.313986 -1.029916  -0.079
C 9.170791 1.929700 -1.345659  -1.302
H 4.583579 4.279574 -0.467792  0.314
H 5.101520 5.762365 -0.847367  0.311
H 3.333183 5.620390 -0.262836  0.354
H 4.107323 5.077072 2.032319  0.467
H 4.900647 6.469928 1.509592  0.374
H 6.171005 3.750566 1.670850  0.290
H 6.415608 5.116211 2.745878  0.342
H 7.352862 6.631953 0.950244  0.629
H 7.052569 5.693981 -0.245816  0.510
H 10.219944 4.734940 2.672254  0.503
H 8.544356 4.639964 3.048844  0.471
H 9.889198 7.045501 3.521929  0.461
H 8.399048 7.000747 3.001586  0.276
H 10.837113 7.465270 1.337888  0.317
H 9.144573 8.140085 1.038261  0.375
H 10.689272 5.802545 -0.062005  0.479
H 9.246445 6.533731 -0.687593  0.373
H 8.418592 3.016951 1.107241  0.438
H 10.085216 3.498065 0.598738  0.573
H 9.113100 4.028576 -1.715806  0.307
H 7.574678 3.430876 -1.054340  0.198
H 8.440836 1.244542 -1.776706  0.356
H 9.649031 1.413171 -0.513429  0.380
H 10.033192 1.988185 -2.009695  0.346
C -1.081861 -1.399108 -8.606786  -1.227
C -1.703938 -1.752572 -7.211074  -0.727
C -1.754569 -3.256194 -6.761333  -0.464
C -2.720990 -3.472662 -5.542326  -0.947
N -2.697167 -4.935011 -4.959563  0.318
C -3.514811 -4.953335 -3.591944  -0.635
C -4.847829 -5.600459 -4.008127  -0.651
C -4.990199 -5.427556 -5.467846  -0.657
C -3.631102 -5.743878 -5.934153  -0.632
C -1.257879 -5.518908 -4.837397  -0.948
C -0.404694 -4.777552 -3.812658  -0.277
C 0.959876 -5.429874 -3.358980  -1.394
H -0.162924 -1.985305 -8.612292  0.320
H -0.731353 -0.370250 -8.688541  0.357
H -1.624444 -1.556156 -9.539011  0.328
H -2.678218 -1.286138 -7.065036  0.439
H -1.186845 -1.206182 -6.422303  0.362
H -0.712079 -3.512203 -6.572148  0.304
H -1.939061 -3.876963 -7.638097  0.431
H -3.773225 -3.281210 -5.752649  0.383
H -2.359657 -2.936698 -4.664672  0.534
H -2.990757 -5.646740 -2.934181  0.398
H -3.535876 -4.007922 -3.049871  0.435
H -4.988256 -6.659552 -3.792022  0.372
H -5.726978 -5.150625 -3.546774  0.351
H -5.654872 -6.208186 -5.837878  0.373
H -5.273832 -4.440047 -5.831840  0.324
H -3.464017 -6.814630 -6.051070  0.451
H -3.571743 -5.517029 -6.998636  0.254
H -0.914785 -5.652207 -5.863372  0.486
H -1.483429 -6.521062 -4.472816  0.624
H -0.977312 -4.668149 -2.891655  0.324
H -0.212825 -3.734507 -4.064328  0.300
H 1.779464 -5.047790 -3.967573  0.357
H 1.149908 -6.503073 -3.374589  0.360
H 1.247027 -5.093489 -2.362743  0.370
C -6.769239 -9.472511 6.873851  -1.244
C -6.077240 -8.145708 6.397579  -0.252
C -4.547346 -8.115236 6.646927  -0.957
C -3.741526 -6.879145 6.091434  -1.082
N -3.126713 -6.802728 4.643707  0.445
C -2.206345 -7.950120 4.276620  -0.705
C -1.198309 -7.289380 3.405304  -0.479
C -0.852417 -6.051965 4.176792  -0.624
C -2.169678 -5.512844 4.714721  -0.667
C -4.216916 -6.806615 3.492860  -1.002
C -5.235592 -5.644136 3.739383  -0.011
C -6.255270 -5.538910 2.645850  -1.500
H -6.175331 -10.344115 7.148944  0.367
H -7.599493 -9.738952 6.219800  0.345
H -7.250314 -9.140642 7.793914  0.314
H -6.397976 -7.225000 6.884942  0.339
H -6.301534 -7.974578 5.344726  0.163
H -4.089855 -9.035379 6.283424  0.369
H -4.395298 -8.088498 7.725943  0.421
H -2.832699 -6.882281 6.693194  0.558
H -4.202024 -5.898454 6.211027  0.709
H -2.643850 -8.832787 3.810159  0.358
H -1.669263 -8.180291 5.196758  0.418
H -1.706378 -7.003365 2.484342  0.269
H -0.278515 -7.857260 3.265337  0.418
H -0.131166 -5.329543 3.794696  0.389
H -0.439323 -6.279191 5.159559  0.330
H -2.651913 -4.734954 4.122753  0.348
H -2.147705 -5.168150 5.748553  0.388
H -4.650131 -7.800151 3.377578  0.515
H -3.742604 -6.744845 2.513420  0.461
H -4.673689 -4.718443 3.863707  0.367
H -5.797004 -5.814701 4.657984  0.151
H -5.804225 -4.956755 1.842266  0.368
H -7.130518 -4.911778 2.815381  0.387
H -6.475641 -6.523330 2.232994  0.327

Cartesian forces (eV/Å) of the 6 atoms listed first:
C 1.28 0.63 -0.35
C -0.19 -0.20 -0.08
O 0.28 -0.66 0.40
O -1.12 0.31 -0.58
H 0.34 -0.04 0.18
H -0.11 0.17 0.01

Computed properties:
Frontier orbital gap   6.22 eV
DFT total energy   -85887.053 eV
2S+1   1
Total charge   +5
LUMO   -6.51 eV